1.
Below is 2 unconnected molecules or ions with the total composition H4O2, with properties calculated with ωB97M-V/def2-TZVPD.

Results
Molar mass = 36.03 g/mol
Total energy = -152.86914 a.u.
LUMO = 0.68 eV
Total charge = 0
HOMO = -11.1 eV
2S+1 = 1
SMILES = O.O

Last columns: bonded neighbours and bond lengths (Å).
Geometry (Å):
1 H -2.088 -0.796 0.145  O5 0.975
2 H -1.836 0.696 -0.065  O5 0.961
3 H 2.423 0.507 0.064  O6 0.924
4 H 0.973 0.003 0.062  O6 0.999
5 O -1.396 -0.157 -0.109  H1 0.975, H2 0.961
6 O 1.925 -0.253 -0.098  H3 0.924, H4 0.999

The computed Löwdin charges, all in e, follow:
1 H 0.053
2 H 0.037
3 H -0.013
4 H 0.036
5 O -0.054
6 O -0.059

2.
Below is 2 unconnected molecules or ions with the total composition H4O2, with properties calculated with ωB97M-V/def2-TZVPD.

Results
Molar mass = 36.03 g/mol
Total energy = -152.86961 a.u.
LUMO = 0.61 eV
Total charge = 0
HOMO = -11.2 eV
2S+1 = 1
SMILES = O.O

Last columns: bonded neighbours and bond lengths (Å).
Geometry (Å):
1 H -1.883 0.815 0.128  O5 0.953
2 H -0.720 -0.104 0.189  O5 0.976
3 H 1.888 -0.547 0.607  O6 0.959
4 H 1.698 0.839 0.244  O6 0.949
5 O -1.673 -0.102 -0.024  H1 0.953, H2 0.976
6 O 1.550 -0.024 -0.122  H3 0.959, H4 0.949

The computed Löwdin charges, all in e, follow:
1 H 0.019
2 H 0.005
3 H 0.045
4 H 0.031
5 O -0.065
6 O -0.035

- The lowest LUMO belongs to which entry?
  number 2

- Look up the total charge of the second one.
  0